Entry 1:
16
Properties=species:S:1:pos:R:3:forces:R:3:lowdin_charge:R:1 method="wB97M-V/def2-TZVPD" e_above_lowest_kcal_mol=65.3 spin_multiplicity=3 orbital_gap_ev="3.8 / 6.2" energy_ev=-20052.8361
C -2.0526 -0.8645 -0.5443 -1.3 1.5 -0.3 -0.295
C -2.9292 0.3441 -0.6988 -0.9 -2.3 -1.4 -0.060
N -1.3198 -1.6932 -0.2568 0.3 -0.9 0.0 0.099
N 1.1119 -0.9821 1.2508 -1.1 -1.5 0.1 0.102
N 2.7388 0.6509 0.0177 -3.0 -0.5 3.5 -0.037
O 1.3253 -1.1133 -1.2908 3.8 2.2 3.0 -0.099
O 0.1556 0.9801 -0.1897 -0.7 0.0 0.3 -0.275
P 1.1973 -0.0378 -0.0637 1.2 3.7 -4.2 0.258
H 0.5430 -1.4057 -1.6508 -3.4 -1.2 -1.1 0.004
H -3.1362 0.5311 -1.8161 0.1 -0.5 1.7 0.106
H -2.2495 1.1239 -0.4024 -0.4 0.7 0.8 0.043
H -3.9096 0.0606 -0.1325 1.9 1.3 -0.9 0.121
H 0.2392 -1.5426 1.3375 -0.5 -0.1 0.9 0.031
H 2.0377 -1.4616 1.2135 1.9 -1.5 1.4 -0.042
H 3.2032 0.5609 -0.7785 2.9 -1.2 -4.4 -0.020
H 2.7968 1.6360 0.2164 -0.7 0.4 0.6 0.064

=====

Entry 2:
53
Properties=species:S:1:pos:R:3:forces:R:3:lowdin_charge:R:1 method="wB97M-V/def2-TZVPD" total_charge=+1 e_above_lowest_kcal_mol=5.0 spin_multiplicity=4 orbital_gap_ev="4.8 / 6.5" energy_ev=-109739.9662
Cr 0.0719 -0.9518 -0.3040 1.0 0.0 -0.4 0.544
C -2.1539 4.1666 -0.5053 0.1 0.5 0.0 -0.014
N -2.2023 2.7329 -0.3393 0.4 -0.7 0.1 -0.122
C -3.4460 2.1160 -0.7583 -0.3 -0.3 -0.1 -0.008
C -1.1410 1.9565 -0.0920 -0.2 0.5 0.0 -0.351
O -1.1975 0.7258 -0.2506 0.1 -0.6 0.0 -0.047
C 0.1536 2.5997 0.4034 0.2 -0.1 0.0 -0.082
O 1.1239 1.6104 0.6467 -0.3 0.3 0.1 -0.210
C 1.5239 1.3540 1.9737 0.1 -0.1 -0.2 -0.084
C 1.0229 -0.0154 2.4317 0.4 0.3 0.6 -0.342
O 0.4269 -0.7594 1.6362 -0.5 -0.1 -0.1 -0.111
N 1.2458 -0.3859 3.6961 -0.3 0.0 -0.9 -0.119
C 0.6929 -1.6343 4.1843 -0.2 -0.5 0.0 0.000
C 1.9701 0.4271 4.6494 0.2 0.5 0.2 -0.018
H -3.0845 4.6015 -0.1419 0.1 0.0 0.1 0.103
H -1.3280 4.6134 0.0370 0.0 0.0 0.0 0.089
H -2.0575 4.4131 -1.5669 0.0 0.0 0.1 0.112
H -4.2812 2.6231 -0.2771 0.0 0.0 0.0 0.103
H -3.5726 2.1876 -1.8409 0.0 0.0 0.0 0.107
H -3.4439 1.0708 -0.4579 -0.1 0.1 -0.1 0.087
H 0.5539 3.2493 -0.3852 -0.1 0.0 0.1 0.155
H -0.0454 3.2048 1.2996 0.0 0.0 -0.2 0.146
H 2.6228 1.3489 1.9736 -0.2 0.0 0.1 0.154
H 1.1712 2.1328 2.6625 0.1 -0.1 -0.1 0.142
H 0.1491 -2.1213 3.3762 0.1 0.0 0.2 0.092
H 1.4886 -2.3008 4.5221 0.0 0.1 0.0 0.109
H 0.0135 -1.4381 5.0158 0.0 0.0 0.0 0.106
H 2.8697 0.8507 4.2036 0.0 0.0 0.0 0.099
H 1.3471 1.2384 5.0380 0.0 -0.1 0.0 0.106
H 2.2740 -0.2015 5.4857 0.0 0.0 -0.1 0.104
S 6.2908 -4.3213 -2.1074 -0.2 0.1 0.0 0.574
C 4.9010 -3.5732 -1.6887 0.2 -0.2 0.0 -1.489
S 4.6627 -1.8486 -1.8279 -0.1 -0.3 0.1 0.905
C 3.0250 -1.8295 -1.2139 0.0 -1.5 0.1 -1.100
C 2.4945 -3.0258 -0.8387 1.0 1.1 -0.7 -1.105
S 0.9232 -3.1658 -0.1640 -0.9 0.1 0.4 0.684
S 3.5159 -4.4314 -1.0544 0.1 0.4 -0.1 0.912
S 2.1892 -0.3303 -1.1055 -0.5 0.3 0.3 0.746
C -0.1172 0.6478 -3.4301 -0.2 -0.4 0.1 -0.066
C -1.1827 -0.4037 -3.1709 -0.1 0.6 -0.4 -0.229
O -0.6957 -1.4040 -2.2704 0.2 0.3 0.6 -0.290
C -1.5921 -2.5052 -2.1180 -0.4 -0.9 0.0 -0.264
C -2.5689 -2.2951 -0.9658 0.3 0.2 -0.5 -0.044
H -0.5157 1.4063 -4.1000 -0.1 0.1 0.0 0.090
H 0.7541 0.1939 -3.8953 0.1 0.0 0.0 0.087
H 0.1961 1.1172 -2.4990 0.0 0.1 -0.1 0.032
H -1.4520 -0.8969 -4.1150 0.0 0.0 0.3 0.138
H -2.0848 0.0612 -2.7522 0.1 -0.1 0.0 0.114
H -0.9602 -3.3773 -1.9094 -0.2 0.3 -0.2 0.078
H -2.1300 -2.6720 -3.0574 0.1 0.1 0.1 0.135
H -2.0141 -2.1035 -0.0345 -0.2 -0.1 0.1 0.061
H -3.1645 -3.1949 -0.8336 0.0 -0.1 0.2 0.100
H -3.2430 -1.4631 -1.1644 0.0 0.1 0.1 0.079

=====

Entry 3:
119
Properties=species:S:1:pos:R:3:forces:R:3:lowdin_charge:R:1 method="wB97M-V/def2-TZVPD" total_charge=+2 e_above_lowest_kcal_mol=26.3 spin_multiplicity=6 orbital_gap_ev="6.9 / 6.4" energy_ev=-146775.6760
Fe -0.1904 -3.1959 0.3817 -0.6 0.4 -0.3 0.303
O -0.4013 -1.0508 0.0332 1.0 -0.1 0.4 -0.663
S -1.8007 -0.6242 -0.3230 0.0 0.1 -0.4 1.045
C -1.7719 0.4725 -1.7633 -1.1 -0.4 -0.6 -0.273
C -1.7736 1.8340 -1.5531 0.2 -1.0 0.1 -0.072
C -2.3028 2.7693 -2.4349 -0.8 0.1 -1.2 0.026
C -3.0437 2.2717 -3.4935 0.2 0.0 0.3 -0.098
C -4.0888 2.8281 -4.4183 0.6 1.1 -0.4 -0.092
C -4.2088 1.8624 -5.6004 1.9 0.0 0.8 -0.073
C -3.6468 0.6198 -4.9931 0.6 -0.3 -0.9 -0.162
C -3.5350 -0.6245 -5.5113 -1.4 -2.0 -1.1 0.015
C -2.9355 -1.6639 -4.7616 -0.4 0.9 0.2 -0.021
C -2.3375 -1.3820 -3.5287 0.1 -0.3 -0.3 -0.241
P -1.0544 -2.5114 -3.0094 0.6 -0.4 -0.9 1.039
C 0.4521 -1.4658 -3.1474 -0.2 -1.1 0.6 -0.309
C 0.5887 -0.2658 -3.8348 -0.1 -0.3 -1.2 -0.081
C 1.8661 0.1655 -4.1929 0.2 0.9 -0.2 -0.089
C 3.0186 -0.5296 -3.8707 -0.3 -1.1 0.6 -0.053
C 2.8603 -1.7106 -3.1078 0.2 -0.1 0.0 -0.065
C 1.5863 -2.1806 -2.7569 1.0 0.8 -0.5 -0.109
C -0.8986 -3.5612 -4.5415 -0.6 -0.9 1.5 -0.294
C -1.6590 -4.7724 -4.5683 1.0 1.4 -0.7 -0.079
C -1.7708 -5.4934 -5.7423 0.6 0.2 0.5 -0.052
C -1.1030 -5.0102 -6.8591 -0.8 -0.9 0.2 -0.061
C -0.4140 -3.8326 -6.8252 0.8 0.9 -0.9 -0.072
C -0.2411 -3.0977 -5.6726 -0.5 1.0 0.6 -0.069
C -2.3422 -0.0578 -3.0319 0.5 0.3 1.8 -0.166
C -2.9852 0.8932 -3.8076 0.2 0.5 1.0 -0.114
C -2.4625 0.4332 0.9708 -1.2 -0.1 -0.9 -0.283
C -3.7989 0.6350 0.5897 0.8 -0.2 -0.1 -0.067
C -4.6950 1.4215 1.3015 0.0 -0.1 -0.6 0.003
C -4.2535 1.9260 2.4619 -0.3 1.1 1.6 -0.145
C -4.9171 2.9236 3.4424 0.1 -0.6 -0.6 -0.054
C -3.9475 2.9428 4.6608 -0.4 1.3 -1.2 -0.097
C -2.7824 2.1730 4.2567 1.4 -0.7 -3.2 -0.142
C -1.5632 2.0013 4.7938 0.4 0.0 0.6 0.006
C -0.5538 1.2897 4.0809 0.3 0.7 2.8 -0.085
C -0.6714 0.8306 2.8271 0.0 -0.3 -0.7 -0.291
P 0.9246 0.5125 2.0112 0.9 -0.8 1.3 1.022
C 0.9689 1.8237 0.8138 -0.5 0.9 -0.8 -0.392
C 0.4795 3.1001 1.2285 0.2 -0.4 -1.1 -0.089
C 0.5824 4.2036 0.3860 1.4 -1.8 -1.4 -0.026
C 1.2536 3.9968 -0.8490 0.5 -0.1 0.3 -0.053
C 1.7096 2.7626 -1.2619 0.2 -1.7 -0.8 -0.075
C 1.4727 1.6316 -0.4871 0.2 -0.4 0.8 -0.125
C 2.1520 1.0360 3.3813 -0.9 0.4 -1.4 -0.400
C 2.5440 2.3519 3.5135 0.0 1.3 -0.4 -0.090
C 3.2050 2.7772 4.6744 0.5 -0.1 -0.5 -0.044
C 3.4242 1.8463 5.6954 0.5 0.3 1.6 -0.068
C 3.0439 0.5068 5.5964 -0.4 1.0 -0.7 -0.051
C 2.4614 0.1525 4.3802 0.0 -2.1 0.9 -0.152
C -1.9764 0.9267 2.2109 0.3 -0.6 -1.2 -0.139
C -2.9760 1.6064 2.8947 0.5 1.0 3.2 -0.067
H -1.4949 2.1958 -0.5898 0.5 0.2 0.6 0.097
H -2.2008 3.8155 -2.1881 -0.3 0.1 -0.1 0.122
H -3.8672 3.8415 -4.7280 -0.2 0.3 0.0 0.127
H -5.0151 2.7942 -3.8850 -0.7 0.4 0.5 0.128
H -3.5003 2.1827 -6.3804 -0.6 -0.1 -0.2 0.146
H -5.1943 1.6953 -5.9335 -1.1 0.2 -0.7 0.117
H -4.0352 -0.9148 -6.4740 0.6 0.5 1.0 0.147
H -2.9749 -2.6686 -5.1822 0.2 0.4 0.2 0.112
H -0.2449 0.1846 -4.4022 0.3 0.0 0.9 0.130
H 1.9760 1.0838 -4.7819 -0.2 -0.4 0.1 0.119
H 3.9770 -0.2327 -4.3049 -0.3 -0.1 0.5 0.119
H 3.7018 -2.3527 -2.8104 -0.2 0.5 -0.3 0.116
H 1.5369 -3.1667 -2.3070 -0.2 0.1 0.2 0.104
H -2.2024 -5.1020 -3.7239 -0.3 -0.2 1.0 0.094
H -2.3149 -6.4280 -5.7339 -0.1 0.1 -0.2 0.118
H -1.1986 -5.5807 -7.7523 0.1 -0.1 -0.8 0.110
H -0.0345 -3.4064 -7.7444 0.2 -0.2 -0.1 0.117
H 0.2300 -2.0815 -5.6811 -0.2 -1.3 0.0 0.129
H -4.0885 0.1785 -0.3488 -0.3 0.0 0.0 0.111
H -5.6591 1.7117 0.9738 -0.8 -0.2 -0.7 0.122
H -5.9774 2.6948 3.6696 0.7 -0.1 0.1 0.132
H -4.9516 3.8807 2.9285 0.1 0.3 0.1 0.121
H -4.3423 2.3686 5.4224 -1.3 -0.7 2.1 0.107
H -3.6761 3.9478 5.0143 -0.3 -0.4 0.0 0.145
H -1.2640 2.4678 5.7285 -0.2 -0.2 0.1 0.128
H 0.3621 1.1919 4.7024 -0.7 0.1 -1.0 0.112
H 0.0093 3.1601 2.1939 0.0 0.3 0.2 0.106
H 0.3274 5.1920 0.6349 -0.6 0.9 0.5 0.098
H 1.5865 4.7625 -1.5181 -0.5 1.0 0.0 0.106
H 2.2737 2.5337 -2.2097 -0.8 0.9 0.9 0.127
H 1.7395 0.6145 -0.8854 -0.3 1.1 0.6 0.084
H 2.2786 3.0641 2.6939 0.5 -0.5 1.0 0.111
H 3.6218 3.8021 4.7139 -0.5 -0.7 0.2 0.124
H 3.8847 2.1322 6.6707 -0.3 0.1 -1.1 0.125
H 3.0918 -0.1692 6.4652 0.3 0.3 -0.8 0.125
H 2.1981 -0.8974 4.2675 -0.3 0.0 -0.1 0.106
C -2.4170 -2.1636 4.1117 0.6 -2.1 0.6 0.047
C -1.6208 -3.1303 3.2381 0.2 1.3 -2.4 -0.469
N -1.1404 -4.2118 3.8088 -0.7 0.2 1.8 0.214
O -1.3909 -2.8606 2.0139 -0.6 -0.2 1.5 -0.140
H -1.8545 -2.1524 5.0423 -0.1 0.6 0.2 0.095
H -3.3624 -2.6311 4.3729 -0.2 -0.1 -0.1 0.100
H -2.6026 -1.1976 3.7165 0.2 0.7 -0.6 0.057
H -1.2914 -4.3841 4.7806 -0.4 0.4 0.6 0.125
H -0.6438 -4.9745 3.4513 0.9 -0.7 -1.8 0.046
I 1.5655 -4.8269 1.3245 0.2 0.1 0.0 0.184
C -1.1872 -3.5033 -1.5178 0.0 0.7 -0.6 -0.354
H -0.8037 -4.4381 -1.8871 0.2 -0.8 0.0 0.000
H -2.2573 -3.6499 -1.3376 0.0 0.1 0.0 0.031
C 4.2963 0.4896 0.8419 -0.8 0.9 0.1 -0.362
Te 2.9995 -1.2554 0.9018 1.7 -0.2 0.0 1.352
C 4.5853 -1.9857 2.2419 -0.9 0.2 1.2 -0.342
C 5.4890 -0.8173 2.6438 -1.1 2.1 -2.6 -0.285
C 6.3791 -0.8245 3.6714 0.2 -1.8 1.8 -0.062
C 7.2184 0.2579 3.9930 0.2 -0.1 1.3 -0.067
C 7.1541 1.4285 3.2393 0.4 0.3 1.1 -0.075
C 6.1931 1.4877 2.2455 -0.5 -0.1 -1.3 -0.053
C 5.3693 0.4157 1.8995 0.0 -1.8 1.2 -0.252
H 3.5262 1.2626 1.0693 1.0 -0.1 -0.3 0.024
H 4.6978 0.6444 -0.1654 -0.3 -0.1 0.1 0.075
H 5.0552 -2.7855 1.6398 -0.2 0.2 0.7 0.067
H 3.9942 -2.3210 3.1504 1.0 -0.3 -1.2 0.066
H 6.2811 -1.7754 4.2752 0.9 1.3 -0.3 0.139
H 7.8387 0.2293 4.9418 -0.7 -0.1 -1.5 0.131
H 7.7824 2.3262 3.5259 -0.9 -1.3 -0.6 0.134
H 6.0975 2.3539 1.6130 0.0 0.5 0.1 0.114

=====

Entry 4:
10
Properties=species:S:1:pos:R:3:forces:R:3:lowdin_charge:R:1 method="wB97M-V/def2-TZVPD" e_above_lowest_kcal_mol=22.8 orbital_gap_ev=10.8 energy_ev=-30267.2897
C -0.9395 0.4972 -0.8287 2.7 -2.2 3.2 -0.069
C 0.4543 0.0265 -0.1268 0.0 1.3 0.6 -1.075
Cl 1.4914 -0.9809 -1.1863 -0.5 0.3 0.2 0.613
Cl 1.4361 1.5511 0.3449 -0.6 -0.8 -0.5 0.525
C 0.3698 -0.7491 1.2231 -0.7 -0.9 -0.2 -0.350
O -0.6916 -1.2852 1.4728 1.8 0.7 0.4 0.045
H -0.6054 0.6912 -1.7744 0.0 0.4 -2.7 0.031
H -1.2326 1.3702 -0.3336 -0.5 1.3 0.7 0.049
H -1.6592 -0.2815 -0.6508 -0.2 -0.4 -0.5 0.076
H 1.3769 -0.8394 1.8599 -2.0 0.2 -1.2 0.155

=====

Entry 5:
46
Properties=species:S:1:pos:R:3:forces:R:3:lowdin_charge:R:1 method="wB97M-V/def2-TZVPD" e_above_lowest_kcal_mol=22.5 orbital_gap_ev=9.1 energy_ev=-53065.1629
C 2.6104 3.6588 -2.6092 0.2 0.1 0.0 -0.087
O 1.4101 2.9883 -2.3084 -0.2 -0.2 0.1 -0.087
C 1.3123 2.3402 -1.1145 -0.1 -0.1 0.1 -0.273
C 2.2978 2.3098 -0.1351 0.1 0.2 -0.3 -0.024
C 2.0697 1.6083 1.0366 -0.2 -0.1 0.2 -0.073
C 0.8880 0.9226 1.2435 0.0 0.1 0.0 -0.060
C -0.0949 0.9328 0.2596 0.0 0.3 -0.1 -0.207
C -1.3866 0.1660 0.4321 0.0 0.3 -0.2 -0.076
N -1.2057 -1.2722 0.5612 -0.1 -0.1 0.2 0.012
C -0.7690 -2.0295 -0.4812 -0.1 0.1 -0.1 -0.453
O -0.6476 -3.2362 -0.4018 0.1 -0.2 0.0 0.089
C -0.4557 -1.3087 -1.7578 0.2 -0.2 -0.3 -0.181
C -1.4477 -1.0317 -2.6889 0.1 0.0 0.1 -0.027
C -1.1272 -0.4424 -3.8996 -0.1 0.0 0.0 -0.073
C 0.1912 -0.1379 -4.1946 0.0 0.0 0.0 -0.070
C 1.1936 -0.4261 -3.2859 0.0 -0.1 0.1 -0.094
C 0.8654 -1.0120 -2.0750 -0.2 -0.1 -0.2 -0.590
Cl 2.1058 -1.3616 -0.9270 0.2 -0.1 0.0 0.795
C -1.4600 -2.0291 1.7858 -0.4 -0.5 -0.3 -0.288
C -2.4828 -1.4076 2.7527 -0.2 0.0 -0.3 -0.168
C -1.8040 -0.4819 3.7385 0.6 -0.5 0.0 -0.202
S -0.2782 -1.4073 4.1236 0.1 0.2 0.1 0.675
O 0.8313 -0.5061 4.2799 0.1 0.2 -0.2 -0.327
O -0.5412 -2.3230 5.1968 -0.4 -0.4 0.0 -0.311
C -0.1686 -2.3239 2.5506 -0.1 0.3 0.5 -0.129
C 0.1170 1.6559 -0.9007 0.0 0.2 0.1 0.021
H 2.8056 4.4726 -1.9036 0.0 0.0 0.0 0.096
H 3.4628 2.9721 -2.6164 0.0 0.0 0.0 0.095
H 2.4738 4.0739 -3.6065 0.1 0.0 0.1 0.093
H 3.2363 2.8231 -0.2698 0.1 0.1 0.0 0.104
H 2.8298 1.5909 1.8025 0.1 0.0 0.1 0.113
H 0.7478 0.3917 2.1715 0.0 -0.1 0.1 0.075
H -1.9049 0.5293 1.3171 -0.1 -0.1 -0.1 0.112
H -2.0302 0.3623 -0.4323 0.0 0.1 0.2 0.127
H -2.4726 -1.2868 -2.4608 -0.1 0.0 0.0 0.125
H -1.9067 -0.2249 -4.6139 -0.1 0.0 -0.1 0.105
H 0.4428 0.3224 -5.1376 0.0 0.0 -0.1 0.108
H 2.2242 -0.2004 -3.5087 0.1 0.0 0.0 0.110
H -1.8684 -2.9823 1.4237 0.1 0.3 0.2 0.150
H -3.2869 -0.9216 2.1983 0.0 0.0 0.1 0.125
H -2.9210 -2.2308 3.3207 -0.1 0.0 -0.1 0.128
H -1.5046 0.4810 3.3375 0.1 0.1 -0.1 0.091
H -2.3682 -0.3501 4.6552 0.1 0.0 0.2 0.108
H -0.0675 -3.3741 2.8023 0.0 -0.1 0.1 0.115
H 0.7149 -1.9874 2.0179 0.1 0.0 0.0 0.100
H -0.6303 1.6936 -1.6786 -0.1 -0.1 -0.1 0.129